1.
The following is a quantum chemistry calculation of a single C18H15NO4 molecule, from OMol25.

Geometry (Å):
C  1.59960  3.93067  1.61076
O  1.99738  2.82984  2.39450
C  1.43864  1.60430  2.13910
C  0.69653  1.33084  1.00267
C  0.17529  0.06093  0.74327
C  -0.58812  -0.24557  -0.44921
C  -0.93862  0.60489  -1.42457
C  -1.77371  0.24150  -2.57841
O  -2.48475  1.07024  -3.12035
C  -1.73226  -1.16434  -3.05176
C  -0.56986  -1.93456  -3.01567
C  -0.56870  -3.22474  -3.50131
C  -1.73500  -3.77523  -4.02957
O  -1.69202  -5.05181  -4.48421
C  -2.89457  -3.00707  -4.08365
C  -2.88529  -1.71171  -3.61055
C  0.42010  -0.95259  1.67055
C  1.14041  -0.69160  2.81442
C  1.65209  0.57538  3.07667
O  2.35120  0.67098  4.24726
C  2.63893  1.92591  4.83131
C  1.46083  2.75263  5.01319
N  0.51466  3.37854  5.14774
H  2.05714  4.80016  2.08011
H  0.51295  4.04937  1.61486
H  1.96217  3.84277  0.58189
H  0.52494  2.11703  0.28770
H  -0.90804  -1.27788  -0.52341
H  -0.71368  1.66045  -1.36382
H  0.34585  -1.51038  -2.63194
H  0.32566  -3.82717  -3.48723
H  -2.55256  -5.30644  -4.83976
H  -3.79876  -3.42801  -4.50366
H  -3.77632  -1.10401  -3.65811
H  0.03494  -1.94558  1.49569
H  1.32491  -1.46312  3.54503
H  3.37803  2.48864  4.24512
H  3.06001  1.68672  5.81536

Forces on atoms 1 to 2 (eV/Å):
-0.1 0.2 -0.1
0.1 -0.6 0.0

Computed properties:
ΔE to the lowest compared entry with this formula, charge and spin = 218.4 kJ/mol
calculated total energy = -1050.57886 Ha

Mulliken atomic charge list, values in e, 6 entries:
1. C -0.9861
2. O -0.4521
3. C 1.0516
4. C -0.4309
5. C 0.3373
6. C -0.2238

2.
The following is a quantum chemistry calculation of a molecular structure, C41H42ClIN10ORb, from OMol25.

Geometry (Å):
Rb  -0.01632  -0.09070  0.55546
Cl  -5.27482  4.80984  3.71334
C  -4.24768  3.45038  3.30387
C  -4.57455  2.20134  3.75625
C  -3.78436  1.09793  3.44218
I  -4.36053  -0.79150  4.11023
C  -2.62351  1.16289  2.64185
O  -1.93415  0.17282  2.30904
C  -2.28593  2.52589  2.19262
N  -1.16124  2.65401  1.44892
C  -0.80402  3.83984  1.02512
C  -1.54309  5.00731  1.28458
C  -2.68562  4.90554  2.02298
C  -3.09354  3.64683  2.51563
H  -5.46302  2.07119  4.35963
H  0.11501  3.89227  0.45034
H  -1.20412  5.96082  0.90423
H  -3.28369  5.77837  2.24837
N  9.96688  -1.56773  5.49048
C  8.97136  -1.43146  4.93290
C  7.72700  -1.26112  4.23595
C  7.47855  -1.98481  3.07204
C  6.27791  -1.81659  2.40685
C  5.32019  -0.92842  2.88649
C  5.57903  -0.20843  4.04853
C  6.77293  -0.37240  4.72666
C  4.02616  -0.75134  2.16389
C  3.10497  -1.77593  2.35236
C  3.29283  -2.92146  3.19865
C  2.14390  -3.65739  3.11597
C  1.29589  -2.93721  2.22052
N  1.84705  -1.83478  1.76964
C  3.93047  0.43234  1.41138
C  4.96629  1.40831  1.28086
C  4.45752  2.41706  0.49752
C  3.13609  2.01034  0.17590
N  2.81785  0.84135  0.70043
H  8.22515  -2.67255  2.69804
H  6.06972  -2.37572  1.50509
H  4.83315  0.48289  4.41595
H  6.97277  0.18282  5.63268
H  4.16516  -3.13958  3.79358
H  1.91005  -4.57713  3.62526
H  0.29474  -3.22101  1.92007
H  5.95070  1.35895  1.71565
H  4.94808  3.32648  0.19057
H  2.42796  2.54908  -0.44117
C  -2.01166  1.54485  -4.99058
N  -2.99986  1.48894  -3.94387
C  -4.35420  1.75138  -4.37316
C  -2.73138  0.86374  -2.73441
N  -1.83644  -0.03866  -2.52736
C  -1.44702  -0.90372  -3.54863
C  -2.39767  -1.45235  -4.41253
C  -2.06380  -2.37412  -5.38895
C  -0.74637  -2.79579  -5.49767
C  0.20099  -2.29306  -4.62323
C  -0.10908  -1.34030  -3.64626
N  0.85277  -0.96460  -2.70532
C  2.07685  -0.77706  -3.08186
N  2.46224  -0.19936  -4.28719
C  3.49882  -0.77776  -5.10767
C  1.60175  0.74789  -4.94733
N  3.12409  -1.14832  -2.28504
C  2.84966  -1.96525  -1.11693
C  4.29849  -0.30439  -2.13249
N  -3.52229  1.30581  -1.69758
C  -3.66194  2.73164  -1.45249
C  -3.53655  0.51062  -0.48540
H  -2.12523  2.49071  -5.52825
H  -2.09735  0.71943  -5.70746
H  -1.01927  1.51221  -4.54968
H  -4.63216  1.07949  -5.19500
H  -4.45537  2.78115  -4.73036
H  -5.04206  1.59693  -3.54753
H  -3.43088  -1.14735  -4.28822
H  -2.83003  -2.77816  -6.03725
H  -0.46168  -3.53374  -6.23663
H  1.21944  -2.66100  -4.66504
H  4.01630  -1.55530  -4.55218
H  4.22734  -0.01993  -5.41398
H  3.06697  -1.22100  -6.01420
H  1.04418  1.29513  -4.19103
H  0.89119  0.28346  -5.64156
H  2.22193  1.45773  -5.50168
H  1.99325  -2.60454  -1.31122
H  2.63704  -1.35631  -0.23833
H  3.72640  -2.58324  -0.90943
H  4.43580  0.32371  -3.00809
H  5.18215  -0.93547  -2.01191
H  4.20550  0.32731  -1.24740
H  -3.53700  3.28920  -2.37705
H  -2.91494  3.07471  -0.72716
H  -4.65192  2.94330  -1.04248
H  -3.60841  -0.54570  -0.73457
H  -4.40061  0.80180  0.11392
H  -2.64162  0.65911  0.11757

Forces on atoms 1 to 2 (eV/Å):
0.3 0.0 -0.6
0.0 0.0 0.0

Computed properties:
ΔE to the lowest compared entry with this formula, charge and spin = 14.8 kJ/mol
calculated total energy = -2992.43233 Ha
net charge = -1

Mulliken atomic charge list, values in e, 6 entries:
1. Rb 0.5142
2. Cl -0.3184
3. C 0.4980
4. C -0.4632
5. C -0.3608
6. I -0.0159

3.
The following is a quantum chemistry calculation of a molecular structure, C17H29As2NO5RuS5 at a distorted geometry, from OMol25.

Geometry (Å):
Ru  1.35054  1.39586  0.51404
C  -0.78846  2.92180  2.54321
O  -0.10129  1.65978  2.62353
C  -0.93357  0.77074  3.38524
C  -2.17664  0.10002  2.85597
O  -1.93952  -0.93494  1.94363
C  -3.15333  -1.64722  1.79303
H  -1.06203  3.22749  3.55772
H  -1.67169  2.84192  1.91043
H  -0.10622  3.64103  2.11278
H  -1.28624  1.36508  4.23785
H  -0.25502  0.00607  3.76817
H  -2.89033  0.81633  2.43298
H  -2.63976  -0.34378  3.75302
H  -3.96751  -0.98126  1.53739
H  -3.40111  -2.17581  2.72501
H  -3.03840  -2.37345  1.00018
S  5.21516  4.20054  -0.54363
As  3.59016  3.14477  0.13272
S  3.15412  1.43960  1.67324
S  2.55901  1.90422  -1.34709
S  1.89597  4.01231  1.03478
C  4.51481  -0.88776  -0.80730
C  3.62238  -1.47633  0.27359
As  1.72338  -0.98341  0.25873
C  1.21629  -1.96377  1.86572
C  1.65462  -3.42237  1.93177
C  1.21178  -2.14297  -1.20461
C  -0.26240  -2.47608  -1.29636
H  5.53688  -1.25420  -0.68229
H  4.53450  0.19729  -0.76840
H  4.18398  -1.16716  -1.81010
H  3.98788  -1.18658  1.25979
H  3.63068  -2.56657  0.21203
H  0.13953  -1.86691  1.96257
H  1.65752  -1.37409  2.67486
H  1.22956  -4.01406  1.11810
H  1.31721  -3.87686  2.86669
H  2.73655  -3.53672  1.89263
H  1.80678  -3.04618  -1.04829
H  1.58299  -1.66925  -2.11647
H  -0.64290  -2.80517  -0.33447
H  -0.43341  -3.28553  -2.01038
H  -0.85407  -1.61904  -1.61796
O  -3.65194  2.67384  -2.82800
S  -4.05217  2.88741  -1.19609
O  -5.03066  1.82274  -0.96101
N  -2.66512  2.60933  -0.43754
C  -1.61063  1.96357  -0.93389
O  -0.51579  1.94479  -0.32048
C  -1.64303  1.44986  -2.32532
C  -0.61480  0.64937  -2.81916
C  -0.63762  0.16590  -4.11212
C  -1.70728  0.48984  -4.94395
C  -2.72782  1.30057  -4.48687
C  -2.68796  1.78853  -3.18333
H  0.21504  0.42731  -2.16053
H  0.17390  -0.45069  -4.47513
H  -1.73739  0.11980  -5.96109
H  -3.55513  1.59046  -5.11959

Forces on atoms 1 to 2 (eV/Å):
-1.1 1.2 0.5
0.0 -0.1 -0.1

Computed properties:
2S+1 = 2
ΔE to the lowest compared entry with this formula, charge and spin = 67.2 kJ/mol
calculated total energy = -7653.58885 Ha
net charge = -1

Mulliken atomic charge list, values in e, 6 entries:
1. Ru 0.9517
2. C -0.6209
3. O -0.0097
4. C -0.8892
5. C -0.6019
6. O -0.0957

4.
The following is a quantum chemistry calculation of a single C7H8 molecule, from OMol25.

Geometry (Å):
C  -0.37453  1.66297  1.93316
C  -0.12581  0.92305  1.01727
C  0.10081  -0.02565  -0.09515
C  0.21146  0.73759  -1.42735
C  1.36358  -0.86472  0.17163
C  -1.09617  -0.88659  -0.09733
C  -2.12643  -1.49147  0.03327
H  -0.61568  2.30993  2.74720
H  -0.71521  1.28012  -1.63297
H  0.39378  0.03394  -2.24606
H  1.03754  1.45363  -1.38099
H  2.23358  -0.20900  0.27423
H  1.24759  -1.44479  1.09105
H  1.53372  -1.55656  -0.65963
H  -3.06822  -1.92244  0.27167

Forces on atoms 1 to 2 (eV/Å):
0.1 -0.3 -0.4
-0.1 0.4 0.4

Computed properties:
ΔE to the lowest compared entry with this formula, charge and spin = 373.0 kJ/mol
calculated total energy = -271.38939 Ha

Mulliken atomic charge list, values in e, 6 entries:
1. C 0.0584
2. C -1.1189
3. C 1.9197
4. C -1.4312
5. C -1.4304
6. C -1.1273

5.
The following is a quantum chemistry calculation of a single C4H5OP molecule at a distorted geometry, from OMol25.

Geometry (Å):
C  -1.35019  0.12462  -0.07487
C  -0.28187  0.77590  -0.70064
C  -1.12950  -0.86718  0.92876
C  0.88044  0.09288  -0.76462
O  2.01202  0.70204  -1.02882
P  0.48866  -1.34882  1.58058
H  -2.30794  0.32478  -0.44136
H  -0.38047  1.64083  -1.41045
H  -2.04379  -1.37526  1.24499
H  2.79658  0.09217  -0.98772
H  1.31607  -0.16196  1.65414

Forces on atoms 1 to 2 (eV/Å):
1.5 -1.2 2.0
-0.7 0.3 -1.2

Computed properties:
ΔE to the lowest compared entry with this formula, charge and spin = 314.4 kJ/mol
calculated total energy = -571.84726 Ha

Mulliken atomic charge list, values in e, 6 entries:
1. C -0.1974
2. C -0.0216
3. C -0.3316
4. C -0.5027
5. O -0.3906
6. P -0.0230